{"formula": "C27H34BF5N8OPbTe", "method": "wB97M-V/def2-TZVPD", "symbols": ["Pb", "C", "C", "N", "N", "C", "B", "N", "C", "C", "C", "N", "N", "C", "C", "C", "N", "H", "H", "H", "H", "H", "H", "H", "H", "H", "H", "C", "C", "C", "C", "C", "C", "C", "N", "C", "C", "C", "C", "C", "C", "C", "N", "C", "C", "C", "C", "H", "H", "H", "H", "H", "H", "H", "H", "H", "H", "H", "H", "H", "H", "H", "H", "H", "H", "H", "H", "H", "H", "H", "H", "F", "Te", "F", "F", "F", "F", "O"], "coordinates": [[-0.054, 0.080, 0.108], [3.659, -2.789, -0.027], [3.031, -1.585, 0.297], [1.746, -1.633, -0.038], [1.516, -2.847, -0.577], [2.653, -3.559, -0.575], [0.103, -3.347, -0.974], [-0.509, -2.444, -2.075], [-0.793, -2.801, -3.337], [-1.422, -1.744, -3.965], [-1.487, -0.756, -2.982], [-0.946, -1.189, -1.850], [-0.812, -3.357, 0.253], [-1.453, -4.399, 0.809], [-2.150, -3.945, 1.908], [-1.867, -2.576, 1.949], [-1.062, -2.233, 0.953], [4.688, -3.059, 0.122], [3.435, -0.693, 0.750], [2.664, -4.566, -0.957], [0.212, -4.456, -1.415], [-0.536, -3.783, -3.696], [-1.785, -1.700, -4.976], [-1.888, 0.243, -3.037], [-1.366, -5.384, 0.384], [-2.766, -4.517, 2.577], [-2.197, -1.831, 2.655], [0.673, 7.035, -0.360], [-0.713, 6.625, -0.877], [-0.934, 7.194, -2.285], [-1.771, 7.203, 0.062], [-0.781, 5.106, -0.940], [-1.735, 4.359, -0.265], [-1.676, 2.977, -0.321], [-0.763, 2.316, -1.019], [0.153, 3.016, -1.694], [0.167, 4.399, -1.681], [1.155, 2.205, -2.434], [1.930, 2.726, -3.457], [2.830, 1.917, -4.149], [2.895, 0.585, -3.760], [2.104, 0.145, -2.710], [1.264, 0.931, -2.051], [3.668, 2.504, -5.276], [2.730, 3.017, -6.377], [4.502, 3.668, -4.724], [4.615, 1.469, -5.882], [0.712, 8.118, -0.229], [1.466, 6.756, -1.054], [0.885, 6.563, 0.600], [-0.893, 8.284, -2.256], [-1.909, 6.899, -2.676], [-0.170, 6.847, -2.982], [-1.669, 8.288, 0.095], [-1.653, 6.825, 1.078], [-2.782, 6.976, -0.279], [-2.496, 4.823, 0.343], [-2.374, 2.374, 0.248], [0.950, 4.939, -2.194], [1.817, 3.763, -3.739], [3.555, -0.119, -4.243], [2.159, -0.884, -2.381], [2.073, 3.806, -6.012], [2.107, 2.210, -6.765], [3.315, 3.424, -7.203], [3.872, 4.480, -4.360], [5.143, 4.070, -5.510], [5.136, 3.338, -3.900], [4.070, 0.636, -6.328], [5.306, 1.072, -5.137], [5.207, 1.937, -6.669], [0.657, 4.345, 1.345], [1.216, 2.813, 2.290], [2.865, 3.688, 2.363], [1.873, 2.126, 0.625], [0.878, 3.667, 3.917], [2.147, 1.402, 3.119], [-0.329, 1.927, 2.179]], "mulliken_charge": [1.56, -1.08, -0.55, 0.01, 0.31, -0.14, -0.32, 0.41, -0.16, -1.19, -0.33, -0.23, 0.13, -0.14, -1.04, -0.48, 0.06, 0.43, 0.49, 0.46, -0.13, 0.47, 0.43, 0.49, 0.43, 0.40, 0.46, -1.53, 2.01, -1.67, -2.18, -0.16, -0.16, -1.01, 0.18, 0.10, -0.43, -0.43, -0.66, 0.54, -1.12, -0.63, 0.79, 1.98, -1.61, -1.56, -2.15, 0.48, 0.35, 0.22, 0.46, 0.38, 0.31, 0.44, 0.43, 0.41, 0.53, 0.37, 0.53, 0.67, 0.51, 0.22, 0.33, 0.36, 0.45, 0.33, 0.44, 0.37, 0.39, 0.41, 0.45, -0.43, 2.19, -0.40, -0.60, -0.42, -0.42, -0.81], "charge": 0, "energy_ev": -69328.9114}

{"formula": "C27H34Br30N3O4S3", "method": "wB97M-V/def2-TZVPD", "symbols": ["C", "C", "O", "C", "C", "O", "C", "C", "C", "C", "S", "C", "O", "O", "C", "C", "C", "C", "S", "C", "S", "N", "C", "C", "N", "C", "N", "H", "H", "H", "H", "H", "H", "H", "H", "H", "H", "H", "H", "H", "H", "H", "H", "H", "H", "H", "H", "H", "H", "H", "H", "C", "Br", "Br", "Br", "H", "C", "Br", "Br", "Br", "H", "C", "Br", "Br", "Br", "H", "C", "Br", "Br", "Br", "H", "C", "Br", "Br", "Br", "H", "C", "Br", "Br", "Br", "H", "C", "Br", "Br", "Br", "H", "C", "Br", "Br", "Br", "H", "C", "Br", "Br", "Br", "H", "C", "Br", "Br", "Br", "H"], "coordinates": [[9.312, -2.222, -0.976], [8.296, -3.200, -0.099], [7.741, -2.524, 1.097], [6.792, -1.454, 0.711], [5.510, -1.310, 1.730], [4.276, -2.002, 1.228], [3.513, -1.042, 0.367], [3.869, -1.114, -1.266], [3.074, -0.036, -2.217], [1.988, 1.049, -1.569], [1.183, 2.268, -2.742], [2.576, 2.875, -3.897], [0.610, 3.541, -2.075], [0.165, 1.526, -3.674], [1.727, 0.964, 0.049], [0.693, 1.981, 0.812], [-0.859, 1.920, 0.288], [-1.764, 0.714, 0.950], [-1.832, -0.667, -0.330], [-3.222, -1.870, 0.034], [-3.477, -2.278, 1.696], [-4.079, -2.498, -1.043], [-4.865, -3.765, -0.787], [-5.654, -4.204, -2.164], [-5.276, -3.122, -3.170], [-4.346, -2.122, -2.486], [2.486, -0.059, 0.918], [10.438, -2.276, -0.594], [8.918, -1.113, -1.062], [9.337, -2.660, -2.077], [8.979, -4.095, 0.286], [7.462, -3.574, -0.856], [6.509, -1.624, -0.413], [7.406, -0.443, 0.751], [5.782, -1.656, 2.834], [5.239, -0.154, 1.833], [4.665, -1.875, -1.686], [3.308, -0.010, -3.385], [3.568, 2.769, -3.244], [2.687, 2.218, -4.861], [2.481, 4.039, -4.134], [0.707, 1.678, 1.961], [1.082, 3.083, 0.733], [-0.983, 1.826, -0.880], [-1.366, 2.944, 0.635], [-1.420, 0.371, 2.015], [-2.880, 1.119, 1.052], [-4.880, -4.353, 0.225], [-6.360, -5.153, -2.319], [-3.890, -1.203, -3.049], [2.313, -0.082, 1.958], [-1.964, 3.225, -6.052], [-2.198, 5.123, -5.695], [-3.495, 2.182, -5.456], [-1.540, 2.885, -7.920], [-1.102, 2.893, -5.463], [-9.590, -6.796, -3.360], [-11.211, -6.820, -2.286], [-8.236, -5.624, -2.600], [-8.902, -8.589, -3.673], [-9.859, -6.382, -4.337], [-6.341, 1.621, 0.626], [-7.963, 1.597, 1.700], [-4.987, 2.793, 1.386], [-5.654, -0.172, 0.313], [-6.611, 2.035, -0.351], [6.388, 0.727, -5.136], [5.039, 0.747, -3.735], [5.837, -0.356, -6.656], [6.898, 2.525, -5.676], [7.281, 0.254, -4.714], [-10.413, 2.489, 4.646], [-11.074, 1.306, 3.251], [-9.849, 4.208, 3.930], [-11.698, 2.693, 6.092], [-9.523, 2.013, 5.073], [6.105, 5.464, -2.472], [7.776, 4.472, -2.390], [5.941, 6.469, -4.130], [4.565, 4.315, -2.167], [6.126, 6.194, -1.657], [-5.569, -4.070, -6.969], [-7.439, -3.837, -7.451], [-4.398, -2.955, -8.050], [-5.273, -3.798, -5.066], [-5.310, -5.111, -7.187], [-11.627, 1.532, 10.572], [-9.797, 0.915, 10.341], [-11.796, 3.441, 10.238], [-12.880, 0.497, 9.504], [-11.890, 1.367, 11.622], [5.774, -1.257, 6.460], [7.266, -0.139, 5.906], [4.346, -1.266, 5.139], [6.350, -3.059, 6.916], [5.363, -0.813, 7.372], [7.922, 2.868, 8.581], [9.593, 1.876, 8.663], [7.758, 3.873, 6.923], [6.382, 1.719, 8.886], [7.943, 3.598, 9.396]], "mulliken_charge": [-0.76, -0.23, -0.38, -0.17, -0.01, -0.34, -0.12, -0.53, -0.46, 0.40, 1.21, -0.52, -0.57, -0.62, -0.01, -0.70, -0.47, 0.16, 0.01, -0.22, -0.06, 0.21, -0.32, -0.38, -0.29, -0.22, -0.01, 0.28, 0.21, 0.27, 0.29, 0.24, 0.02, 0.20, 0.06, 0.34, 0.55, 0.60, -0.38, 0.35, 0.49, 0.31, 0.36, 0.27, 0.30, 0.38, -0.35, 0.28, 0.38, 0.38, 0.36, 0.29, -0.02, 0.00, -0.02, -0.26, -0.39, -0.01, 0.11, -0.01, 0.35, -0.44, 0.06, -0.07, 0.13, 0.44, -0.40, 0.12, -0.01, 0.00, 0.39, -0.34, -0.05, -0.01, -0.01, 0.38, -0.39, -0.02, -0.01, 0.14, 0.37, -0.38, -0.08, -0.11, 0.16, 0.31, -0.32, -0.01, -0.01, -0.01, 0.34, -0.28, 0.07, -0.01, 0.02, 0.23, -0.37, 0.01, 0.00, 0.00, 0.35], "charge": 1, "energy_ev": -2174958.2381, "relative_energy_ev": 19.138}

{"formula": "C27H34ClF3N5O3S", "method": "wB97M-V/def2-TZVPD", "symbols": ["O", "S", "O", "N", "C", "C", "C", "O", "C", "C", "C", "Cl", "C", "F", "F", "F", "H", "H", "H", "H", "H", "H", "H", "H", "H", "H", "H", "H", "H", "H", "N", "C", "C", "C", "C", "C", "H", "H", "H", "H", "H", "N", "C", "C", "C", "C", "C", "H", "H", "H", "H", "H", "N", "C", "C", "C", "C", "C", "H", "H", "H", "H", "H", "N", "C", "C", "C", "C", "C", "H", "H", "H", "H", "H"], "coordinates": [[-2.257, -1.851, 5.033], [-1.004, -1.530, 4.461], [0.215, -1.509, 5.174], [-0.750, -2.703, 3.080], [-1.622, -3.947, 3.207], [-2.708, -3.986, 2.150], [-3.562, -2.729, 2.022], [-2.997, -1.986, 0.946], [0.731, -3.015, 2.938], [1.003, -3.783, 1.648], [2.438, -3.542, 1.206], [2.613, -1.910, 0.522], [-1.156, 0.094, 3.538], [-2.123, 0.008, 2.643], [-1.439, 0.989, 4.469], [-0.005, 0.357, 2.950], [-1.007, -2.218, 2.208], [-2.004, -3.994, 4.222], [-0.951, -4.790, 3.062], [-2.251, -4.183, 1.179], [-3.339, -4.846, 2.378], [-4.604, -2.990, 1.842], [-3.532, -2.134, 2.940], [-3.651, -1.397, 0.559], [1.235, -2.050, 2.891], [1.054, -3.531, 3.837], [0.308, -3.485, 0.858], [0.863, -4.857, 1.791], [2.729, -4.277, 0.458], [3.120, -3.618, 2.053], [3.066, -5.580, -1.341], [4.315, -5.246, -1.663], [4.785, -5.202, -2.966], [3.913, -5.524, -3.993], [2.612, -5.876, -3.674], [2.239, -5.889, -2.339], [4.975, -5.004, -0.836], [5.810, -4.923, -3.165], [4.242, -5.503, -5.023], [1.897, -6.140, -4.441], [1.230, -6.165, -2.056], [0.894, 6.302, 3.069], [1.064, 6.055, 4.365], [0.806, 4.825, 4.954], [0.344, 3.799, 4.147], [0.163, 4.044, 2.796], [0.451, 5.309, 2.301], [1.425, 6.884, 4.963], [0.962, 4.683, 6.014], [0.139, 2.826, 4.570], [-0.195, 3.274, 2.124], [0.317, 5.537, 1.248], [-0.678, 6.140, -0.908], [-1.066, 4.998, -1.471], [-1.921, 4.924, -2.559], [-2.403, 6.109, -3.093], [-2.011, 7.307, -2.517], [-1.149, 7.270, -1.431], [-0.667, 4.089, -1.031], [-2.182, 3.963, -2.977], [-3.071, 6.099, -3.945], [-2.361, 8.256, -2.900], [-0.818, 8.187, -0.958], [-0.749, 2.142, -4.166], [0.519, 2.363, -4.506], [1.054, 2.012, -5.737], [0.230, 1.395, -6.664], [-1.092, 1.159, -6.323], [-1.530, 1.552, -5.067], [1.134, 2.851, -3.758], [2.091, 2.221, -5.959], [0.609, 1.108, -7.636], [-1.774, 0.685, -7.015], [-2.561, 1.389, -4.772]], "mulliken_charge": [-0.55, 1.11, -0.56, -0.16, -0.66, -0.67, -0.40, -0.50, -0.95, -0.55, -0.29, -0.19, 0.84, -0.18, -0.17, -0.18, 0.39, 0.51, 0.30, 0.35, 0.43, 0.45, 0.21, 0.28, 0.52, 0.48, 0.38, 0.40, 0.05, 0.42, -0.47, 0.00, -0.60, -0.12, -0.53, -0.18, 0.37, 0.36, 0.38, 0.36, 0.35, -0.51, -0.22, -0.59, 0.01, -0.11, -0.31, 0.36, 0.39, 0.29, 0.35, 0.36, -0.36, -0.14, -0.48, -0.23, -0.46, -0.33, 0.45, 0.35, 0.38, 0.37, 0.38, -0.40, -0.11, -0.53, -0.16, -0.48, -0.10, 0.36, 0.36, 0.37, 0.36, 0.35], "charge": 1, "energy_ev": -73644.9756}

Number 1: E_HOMO -0.33230 Ha. Number 2: E_HOMO -0.35541 Ha. Number 3: E_HOMO -0.40193 Ha.